(1)
11
Properties=species:S:1:pos:R:3 method="wB97M-V/def2-TZVPD" spin_multiplicity=1 homo_energy_ha=-0.30957 smiles="C=NS/C=N/N" total_charge=0 e_lumo_ev=0.5
C 1.78214 1.45554 -0.24638
N 0.91490 1.79417 -1.19516
S -0.20834 0.54211 -1.93229
C -0.90057 -0.45934 -0.83421
N -0.32969 -0.69998 0.28501
N -1.11340 -1.18772 1.42124
H 2.50117 2.21340 -0.05814
H 1.57861 0.45992 0.37333
H -1.97070 -0.63365 -0.99506
H -1.72230 -1.92293 1.06226
H -0.53180 -1.56150 2.11939

(2)
11
Properties=species:S:1:pos:R:3 method="wB97M-V/def2-TZVPD" spin_multiplicity=1 homo_energy_ha=-0.33237 total_charge=0 e_lumo_ev=0.9
H 0.69219 -2.62664 -0.49110
N -0.22267 -2.35201 -0.05924
N -0.35107 -1.19710 0.25907
C 0.68031 -0.22405 0.04677
H 0.29160 0.49881 -0.67391
H 0.84889 0.30570 0.98468
H 1.61812 -0.65926 -0.32465
N -3.46569 1.57812 -0.05748
C -4.11300 0.57953 0.07959
S -4.98970 -0.68799 -0.04568
H -2.96225 2.19334 0.54705

Relative energies, in eV, with the most stable structure set to zero: (1) 1.279; (2) 0.000.

(1)
21
Properties=species:S:1:pos:R:3 method="wB97M-V/def2-TZVPD" spin_multiplicity=1 homo_energy_ha=-0.28094 total_charge=0 e_lumo_ev=0.5
C -1.92124 -1.99181 -0.57698
C -1.46931 -0.78085 -0.22029
C -0.09241 -0.63408 0.25392
C 0.31987 0.01385 1.40581
N 0.07105 1.25066 1.85706
C -2.33961 0.43031 -0.31162
O -1.96272 1.54610 -0.04775
O -3.55721 0.29344 -0.86272
H -1.26693 -2.84803 -0.57514
H -2.90979 -2.20541 -0.95283
H 0.50871 -1.50438 0.02007
H 1.11899 -0.48553 1.95352
H -0.45852 1.86959 1.25918
H 0.66241 1.66867 2.55324
H -3.75156 -0.62144 -1.11520
C 2.31097 1.06975 -0.66706
C 3.39310 0.35581 -0.93382
H 1.21878 0.50174 -0.81413
H 2.41123 2.01822 -0.15169
H 4.39386 0.65273 -0.63973
H 3.32032 -0.59936 -1.43385

(2)
21
Properties=species:S:1:pos:R:3 method="wB97M-V/def2-TZVPD" spin_multiplicity=1 homo_energy_ha="-0.21996 / -0.22186" total_charge=0 e_lumo_ev="0.6 / 0.6"
C -1.21847 0.75678 0.35696
C 0.90687 -0.41499 1.00332
C 0.11360 -2.35139 -0.72054
C -0.19319 -1.41561 0.20320
C 1.02074 1.13529 0.66654
C -2.60429 1.43845 0.63550
C 2.29488 0.53533 -1.27637
N -1.28937 -0.55862 0.17467
O -0.25194 1.62728 0.38776
O 1.87410 1.48269 -0.28272
H 0.54451 -0.42821 1.93356
H 1.97527 -0.76724 1.11785
H 0.96793 -2.98669 -0.43424
H -0.57748 -2.84049 -1.41685
H -3.22391 1.46573 -0.20745
H -2.99707 0.98714 1.48839
H -2.40576 2.46716 0.80553
H 1.46399 -0.07992 -1.92411
H 2.92761 -0.20728 -0.90620
H 2.93170 1.02906 -1.96919
H -2.25970 -0.87446 0.36441

Relative energies, in eV, with the most stable structure set to zero: (1) 0.000; (2) 3.585.

(1)
21
Properties=species:S:1:pos:R:3 method="wB97M-V/def2-TZVPD" spin_multiplicity=1 homo_energy_ha=-0.33012 total_charge=0 e_lumo_ev=0.5
H -0.21494 0.27628 -0.10287
N -0.03938 -0.30790 -0.97693
C 0.90322 -0.80661 -0.21485
C 1.97322 0.02202 0.49626
C 2.70259 0.94382 -0.47679
N 1.48127 0.81052 1.66697
H 0.93591 -1.89513 -0.05394
H 2.63870 -0.72604 0.91931
H 1.99948 1.34394 -1.20557
H 3.32245 1.64199 0.07188
H 3.33584 0.30425 -1.10634
H 1.44712 0.18533 2.46768
H 0.51763 1.08277 1.50507
C -3.06541 -0.40234 0.42869
C -3.27551 -0.48741 -1.06205
H -3.54606 0.44176 0.91453
H -1.99925 -0.29785 0.62462
H -3.32733 -1.31714 0.95398
H -3.36735 0.49215 -1.54274
H -4.09252 -1.08560 -1.45848
H -2.46172 -0.91749 -1.64733

(2)
21
Properties=species:S:1:pos:R:3 method="wB97M-V/def2-TZVPD" spin_multiplicity=1 homo_energy_ha=-0.33713 smiles=CCC[C@H](N)CN total_charge=0 e_lumo_ev=1.1
C 0.59009 -1.99823 1.70784
C -0.52173 -2.01760 0.65267
C -0.33247 -1.07320 -0.52224
C 0.07318 0.33613 -0.17142
N -0.82508 1.00563 0.77498
C 0.14943 1.20592 -1.42117
N 0.92393 2.41981 -1.13959
H 1.55311 -2.38428 1.39605
H 0.26093 -2.63447 2.53782
H 0.73104 -1.01119 2.13938
H -1.47131 -1.84030 1.17883
H -0.62625 -3.04812 0.30860
H 0.40400 -1.51431 -1.19164
H -1.24449 -1.05454 -1.12042
H 1.07779 0.36640 0.26619
H -0.95602 0.42116 1.60027
H -1.76209 1.00793 0.37519
H -0.86292 1.47395 -1.74755
H 0.66398 0.68844 -2.22758
H 0.66191 2.72052 -0.20176
H 0.56865 3.15739 -1.73941

(3)
21
Properties=species:S:1:pos:R:3 method="wB97M-V/def2-TZVPD" spin_multiplicity=1 homo_energy_ha=-0.31942 smiles=CN[C@@H](C)CCN total_charge=0 e_lumo_ev=1.1
C -0.04493 2.49046 -1.12041
N -0.21629 1.62022 0.03448
C 0.13472 0.21573 -0.15401
C 1.50700 -0.02558 -0.76482
C -0.00402 -0.53278 1.18579
C -0.43102 -1.98122 1.02072
N -1.89441 -2.04109 0.78462
H 1.00383 2.73392 -1.35908
H -0.47797 2.03685 -2.01213
H -0.53580 3.44409 -0.92301
H 0.25234 2.02674 0.83461
H -0.61468 -0.18445 -0.85831
H 1.62882 0.52495 -1.70041
H 1.65676 -1.08646 -0.95263
H 2.30727 0.30290 -0.09169
H 0.93089 -0.41846 1.73128
H -0.79816 -0.04007 1.75523
H 0.10501 -2.47022 0.20322
H -0.23282 -2.53066 1.94078
H -2.10342 -2.85072 0.21195
H -2.17312 -1.23418 0.23380

Relative energies, in eV, with the most stable structure set to zero: (1) 2.971; (2) 0.000; (3) 0.321.

(1)
21
Properties=species:S:1:pos:R:3 method="wB97M-V/def2-TZVPD" spin_multiplicity=1 homo_energy_ha=-0.32383 smiles=CCC[C@H](N)CN total_charge=0 e_lumo_ev=1.1
C 1.00923 -1.68640 1.67295
C -0.42622 -1.23502 1.55445
C -0.82973 -0.75180 0.16743
C -0.05500 0.48292 -0.32352
N -0.12201 1.62497 0.56145
C -0.33659 0.84614 -1.77725
N 0.50570 1.98184 -2.14207
H 1.10006 -2.37907 2.51572
H 1.76605 -0.91454 1.81209
H 1.31606 -2.26869 0.80297
H -0.73640 -0.55267 2.32350
H -1.05168 -2.10163 1.74729
H -0.52315 -1.52938 -0.54425
H -1.90694 -0.62179 0.06222
H 0.97100 0.05685 -0.37353
H -0.82198 1.57353 1.28872
H -0.29990 2.47075 0.03176
H -1.37853 1.13444 -1.94329
H -0.14375 -0.04396 -2.36845
H 0.48909 2.15334 -3.14053
H 1.47469 1.76016 -1.92766

(2)
21
Properties=species:S:1:pos:R:3 method="wB97M-V/def2-TZVPD" spin_multiplicity=1 homo_energy_ha=-0.33840 smiles="[H]/N=C(/C)CC.CN" total_charge=0 e_lumo_ev=0.9
H -0.66936 0.00616 2.22301
N -0.92958 -0.70567 1.53017
C 0.03886 -0.92006 0.69922
C -0.16893 -1.93628 -0.38974
C 1.33839 -0.14523 0.83672
C 2.50295 -0.54161 -0.05423
H 0.35099 -2.86008 -0.12430
H 0.20090 -1.55893 -1.34551
H -1.23613 -2.15168 -0.50297
H 1.09588 0.91039 0.66108
H 1.65085 -0.22116 1.88565
H 2.29257 -1.35766 -0.74656
H 3.35793 -0.84570 0.55913
H 2.83103 0.32113 -0.64506
C -2.15748 2.02229 -0.32175
N -1.48754 1.37866 -1.43962
H -3.11092 1.52677 -0.11852
H -2.35364 3.07191 -0.55417
H -1.54006 1.97299 0.57959
H -1.49684 0.37203 -1.27836
H -0.50983 1.66173 -1.45372

Relative energies, in eV, with the most stable structure set to zero: (1) 0.000; (2) 0.590.

(1)
21
Properties=species:S:1:pos:R:3 method="wB97M-V/def2-TZVPD" spin_multiplicity=1 homo_energy_ha=-0.31079 smiles=CNCCCCN total_charge=0 e_lumo_ev=1.1
C -1.73161 -1.43371 0.35855
N -2.12330 -0.02808 0.34554
C -1.46554 0.86803 -0.59562
C 0.01103 1.27450 -0.39960
C 1.12742 0.34701 -0.93671
C 2.17261 -0.02991 0.07199
N 1.65861 -0.99922 1.02292
H -2.55514 -2.08859 0.09422
H -1.46214 -1.74608 1.37099
H -0.87813 -1.61523 -0.28237
H -2.10359 0.37488 1.27358
H -2.05052 1.78003 -0.57836
H -1.55370 0.41145 -1.58105
H 0.16637 1.57676 0.64130
H 0.08805 2.23666 -0.91983
H 1.53273 0.81046 -1.83178
H 0.65107 -0.56844 -1.30192
H 3.03736 -0.40653 -0.48732
H 2.54344 0.90125 0.53354
H 2.20542 -0.95164 1.87705
H 0.72959 -0.71360 1.32487

(2)
21
Properties=species:S:1:pos:R:3 method="wB97M-V/def2-TZVPD" spin_multiplicity=1 homo_energy_ha=-0.29570 total_charge=0 e_lumo_ev=0.6
C -3.50158 1.04254 0.04997
N -0.39625 -0.41150 0.79581
C 0.90198 -0.64933 0.81198
C 1.78826 -0.35056 -0.35958
C 1.11937 0.46009 -1.52481
N 0.00225 -0.17726 -2.23160
C 1.56687 -0.92670 2.14938
H -2.81526 1.66505 -0.51706
H -4.23253 0.62326 -0.61418
H -3.94282 1.66087 0.81231
H -2.92871 0.25304 0.51105
H 0.15729 0.52448 1.04275
H 2.78512 0.05327 -0.19271
H 1.96490 -1.31942 -0.84082
H 0.69213 1.35841 -1.07203
H 1.92295 0.74646 -2.19463
H 0.33831 -1.04936 -2.66121
H -0.61456 -0.49818 -1.49405
H 2.51241 -0.41056 2.29605
H 1.75655 -1.99784 2.27494
H 0.92330 -0.59676 2.95845

(3)
21
Properties=species:S:1:pos:R:3 method="wB97M-V/def2-TZVPD" spin_multiplicity=1 homo_energy_ha=-0.31697 smiles=CCNCCNC total_charge=0 e_lumo_ev=1.2
C -0.88050 2.81026 1.54820
C -0.67319 2.20949 0.17309
N -0.08693 0.85052 0.11099
C -0.95597 -0.29196 -0.29343
C -0.22815 -1.58221 -0.58340
N 1.23120 -1.33936 -0.69849
C 1.90750 -2.64642 -0.70994
H -1.70198 2.24568 2.01287
H -1.05793 3.90817 1.44213
H -0.01300 2.62285 2.19793
H -0.13797 2.80734 -0.55510
H -1.66509 2.13858 -0.33896
H 0.56549 0.90430 -0.69150
H -1.38211 0.10117 -1.22198
H -1.66655 -0.36824 0.51784
H -0.25533 -2.15727 0.36676
H -0.66042 -2.14598 -1.41313
H 1.43831 -1.04137 0.24553
H 1.87554 -3.17808 0.27857
H 1.40252 -3.29499 -1.43377
H 2.94456 -2.55245 -0.95423

Relative energies, in eV, with the most stable structure set to zero: (1) 0.000; (2) 2.805; (3) 0.769.